C24H22N4O2 | ωB97M-V with the def2-TZVPD basis set

Last columns: bonded neighbours and bond lengths (Å).
Geometry (Å):
1 C 4.78 -1.72 -1.56  C2 1.480, H10 1.089, H11 1.094, H12 1.090
2 C 3.36 -1.65 -2.00  C1 1.480, C3 1.368, C8 1.464
3 C 2.30 -1.28 -1.21  C2 1.368, N4 1.345, H13 1.089
4 N 1.03 -1.18 -1.65  C3 1.345, C5 1.376
5 C 0.71 -1.52 -2.94  N4 1.376, O6 1.236, N7 1.384
6 O -0.44 -1.51 -3.40  C5 1.236
7 N 1.78 -1.85 -3.75  C5 1.384, C8 1.388, H14 1.006
8 C 3.12 -1.97 -3.40  C2 1.464, N7 1.388, O9 1.224
9 O 3.94 -2.30 -4.25  C8 1.224
10 H 5.31 -2.19 -2.39  C1 1.089
11 H 5.24 -0.75 -1.39  C1 1.094
12 H 4.93 -2.32 -0.66  C1 1.090
13 H 2.39 -1.07 -0.15  C3 1.089
14 H 1.54 -2.03 -4.71  N7 1.006
15 C -3.33 -3.86 -0.59  N16 1.444, H36 1.084, H37 1.095, H38 1.094
16 N -2.58 -2.72 -0.12  C15 1.444, C17 1.375, C31 1.388
17 C -1.59 -2.07 -0.82  N16 1.375, C18 1.409, H39 1.085
18 C -1.09 -1.01 -0.05  C17 1.409, C19 1.420, C30 1.470
19 C -0.18 -0.01 -0.49  C18 1.420, C20 1.429, H40 1.110
20 C -0.18 1.29 0.09  C19 1.429, C21 1.427, C25 1.464
21 C -1.31 2.01 0.59  C20 1.427, N22 1.368, H41 1.092
22 N -0.89 3.25 0.99  C21 1.368, C23 1.445, C24 1.395
23 C -1.72 4.23 1.65  N22 1.445, H42 1.090, H43 1.095, H44 1.096
24 C 0.48 3.40 0.75  N22 1.395, C25 1.413, C29 1.386
25 C 0.96 2.21 0.15  C20 1.464, C24 1.413, C26 1.393
26 C 2.31 2.12 -0.15  C25 1.393, C27 1.407, H45 1.090
27 C 3.18 3.14 0.31  C26 1.407, C28 1.400, H46 1.088
28 C 2.68 4.27 0.96  C27 1.400, C29 1.401, H47 1.087
29 C 1.31 4.43 1.17  C24 1.386, C28 1.401, H48 1.085
30 C -1.79 -1.08 1.25  C18 1.470, C31 1.416, C35 1.392
31 C -2.72 -2.14 1.14  N16 1.388, C30 1.416, C32 1.385
32 C -3.72 -2.38 2.07  C31 1.385, C33 1.401, H49 1.086
33 C -3.73 -1.56 3.20  C32 1.401, C34 1.404, H50 1.091
34 C -2.80 -0.52 3.34  C33 1.404, C35 1.405, H51 1.088
35 C -1.76 -0.32 2.42  C30 1.392, C34 1.405, H52 1.091
36 H -3.97 -4.19 0.22  C15 1.084
37 H -3.96 -3.63 -1.45  C15 1.095
38 H -2.66 -4.67 -0.88  C15 1.094
39 H -1.32 -2.37 -1.83  C17 1.085
40 H 0.13 0.04 -1.56  C19 1.110
41 H -2.35 1.71 0.66  C21 1.092
42 H -1.09 5.06 1.96  C23 1.090
43 H -2.51 4.60 0.98  C23 1.095
44 H -2.21 3.79 2.52  C23 1.096
45 H 2.67 1.27 -0.73  C26 1.090
46 H 4.24 3.03 0.14  C27 1.088
47 H 3.38 5.03 1.31  C28 1.087
48 H 0.90 5.30 1.68  C29 1.085
49 H -4.45 -3.16 1.87  C32 1.086
50 H -4.48 -1.73 3.98  C33 1.091
51 H -2.89 0.18 4.17  C34 1.088
52 H -0.96 0.40 2.55  C35 1.091

Values from the calculation:
total charge: 0
energy above the lowest of the compared OMol25 structures with the same formula, charge and spin: 83.0 kcal/mol
Kohn-Sham gap: 6.28 eV
calculated total energy: -1297.1726 Ha